Entry 1:
74
Properties=species:S:1:pos:R:3 method="wB97M-V/def2-TZVPD" total_charge=+1 lumo_energy_ev="-3.5 / -4.7" multiplicity=2 s_squared=0.7644 e_tot_ha=-7368.73906
Ru -0.55 0.33 0.87
C 0.31 1.04 -2.26
C 1.61 1.04 -1.48
P 1.25 1.60 0.24
C 2.87 1.71 1.01
C 3.18 2.78 1.84
C 4.43 2.88 2.42
C 5.38 1.89 2.18
C 5.07 0.80 1.38
C 3.81 0.70 0.81
C 0.67 3.28 -0.03
C -0.69 3.44 0.18
C -1.29 4.67 -0.11
C -0.51 5.72 -0.56
C 0.86 5.56 -0.74
C 1.45 4.34 -0.48
P -0.82 -0.22 -1.56
C -2.19 -0.13 -2.76
C -2.64 1.10 -3.24
C -3.61 1.15 -4.22
C -4.16 -0.03 -4.72
C -3.75 -1.25 -4.22
C -2.77 -1.31 -3.24
C -0.01 -1.80 -2.01
C 0.93 -1.89 -3.03
C 1.48 -3.12 -3.36
C 1.10 -4.27 -2.68
C 0.15 -4.18 -1.67
C -0.41 -2.95 -1.34
H 0.46 0.87 -3.32
H -0.19 2.01 -2.17
H 2.36 1.70 -1.91
H 2.02 0.03 -1.43
H 2.43 3.55 2.04
H 4.67 3.71 3.06
H 6.37 1.98 2.62
H 5.80 0.02 1.21
H 3.56 -0.17 0.21
H -1.65 2.57 1.85
H -2.35 4.79 0.04
H -0.98 6.67 -0.77
H 1.46 6.39 -1.09
H 2.52 4.21 -0.62
H -2.24 2.02 -2.84
H -3.94 2.10 -4.60
H -4.92 0.01 -5.49
H -4.18 -2.17 -4.60
H -2.44 -2.27 -2.87
H 1.23 -1.02 -3.59
H 2.21 -3.19 -4.16
H 1.54 -5.22 -2.93
H -0.16 -5.07 -1.14
H -1.14 -2.89 -0.55
O -2.19 -1.73 1.41
C -2.15 -2.72 2.45
C -0.98 -2.49 3.40
C -1.04 -3.61 4.45
O -0.01 -3.40 5.39
C 0.41 -2.59 2.76
Se 0.98 -1.46 1.27
C -1.15 -1.17 4.17
Se -1.50 0.41 3.13
H -3.08 -1.68 1.05
H -2.07 -3.72 2.01
H -3.08 -2.67 3.03
H -0.94 -4.58 3.95
H -2.02 -3.59 4.95
H 0.02 -4.14 6.01
H 0.55 -3.60 2.36
H 1.14 -2.45 3.55
H -0.25 -0.98 4.76
H -1.99 -1.25 4.85
S -2.76 1.58 0.07
C -1.45 2.32 0.80

Entry 2:
87
Properties=species:S:1:pos:R:3 method="wB97M-V/def2-TZVPD" total_charge=-2 lumo_energy_ev=3.9 multiplicity=1 e_above_lowest_kcal_mol=0.0 e_tot_ha=-4244.02401
Sn 0.13 -0.75 -0.30
N -1.18 -4.74 -2.30
C -1.09 -3.38 -2.07
S -1.92 -2.81 -0.69
N -0.47 -2.69 -2.98
N -0.27 -1.37 -2.74
C 0.14 -0.69 -3.75
C 0.47 0.71 -3.74
C 1.08 1.24 -4.88
C 1.46 2.56 -4.96
C 1.26 3.39 -3.85
C 0.63 2.90 -2.73
C 0.18 1.56 -2.63
O -0.48 1.19 -1.59
H -1.28 -5.27 -1.45
H -0.44 -5.07 -2.91
H 0.26 -1.21 -4.71
H 1.28 0.59 -5.72
H 1.93 2.95 -5.85
H 1.61 4.41 -3.88
H 0.50 3.53 -1.86
C 4.20 -1.74 -0.45
N 3.62 -2.17 0.79
C 4.04 -1.88 2.06
C 3.24 -2.58 2.90
N 2.34 -3.30 2.17
B 1.40 -4.38 2.75
N -0.09 -4.00 2.52
C -1.07 -4.95 2.42
C -2.27 -4.35 2.47
N -2.04 -3.00 2.60
C -3.02 -1.96 2.63
C -0.70 -2.81 2.60
S -0.01 -1.29 2.77
C 2.56 -3.01 0.88
S 1.73 -3.56 -0.47
H 5.18 -1.29 -0.25
H 3.55 -1.02 -0.94
H 4.31 -2.61 -1.11
H 4.85 -1.21 2.25
H 3.23 -2.60 3.97
H 1.61 -5.42 2.19
H 1.60 -4.44 3.93
H -0.81 -5.99 2.32
H -3.27 -4.74 2.41
H -3.97 -2.39 2.95
H -3.14 -1.51 1.65
H -2.70 -1.19 3.33
O 3.42 3.51 2.18
C 4.20 3.10 1.17
C 5.51 3.59 1.09
C 6.36 3.19 0.09
C 5.93 2.29 -0.87
C 4.63 1.80 -0.82
C 3.76 2.18 0.19
C 2.41 1.55 0.24
O 2.22 0.53 -0.45
N 1.55 2.15 1.04
N 0.38 1.50 1.21
C -0.61 2.13 1.66
S -2.05 1.28 2.16
C -3.10 2.79 2.21
C -2.26 3.90 2.79
S -0.65 3.90 1.94
H 2.52 3.09 2.01
H 5.82 4.30 1.85
H 7.36 3.60 0.04
H 6.60 1.97 -1.66
H 4.27 1.12 -1.57
H -3.96 2.55 2.83
H -3.44 3.01 1.20
H -2.08 3.74 3.86
H -2.70 4.88 2.64
N -3.20 0.21 -1.01
C -4.44 0.71 -0.96
C -4.69 2.08 -1.15
C -5.97 2.59 -1.06
C -7.04 1.76 -0.78
C -6.82 0.40 -0.60
C -5.55 -0.12 -0.68
H -3.05 -0.79 -0.99
H -2.40 0.76 -1.28
H -3.86 2.73 -1.38
H -6.14 3.65 -1.21
H -8.05 2.16 -0.73
H -7.65 -0.26 -0.38
H -5.37 -1.18 -0.53

Entry 3:
87
Properties=species:S:1:pos:R:3 method="wB97M-V/def2-TZVPD" total_charge=-2 lumo_energy_ev=3.8 multiplicity=1 e_above_lowest_kcal_mol=4.4 e_tot_ha=-4244.01705
Sn 1.19 -0.40 0.28
N 2.90 0.50 -3.98
C 2.34 -0.15 -2.89
S 3.24 -0.02 -1.41
N 1.27 -0.83 -3.12
N 0.65 -1.42 -2.04
C -0.23 -2.28 -2.39
C -1.17 -2.99 -1.55
C -2.13 -3.80 -2.17
C -3.11 -4.45 -1.46
C -3.16 -4.28 -0.07
C -2.24 -3.51 0.58
C -1.18 -2.86 -0.12
O -0.31 -2.17 0.51
H 3.54 1.22 -3.71
H 2.22 0.80 -4.66
H -0.32 -2.48 -3.46
H -2.11 -3.89 -3.26
H -3.84 -5.07 -1.97
H -3.95 -4.77 0.50
H -2.28 -3.34 1.65
C -0.69 2.05 2.98
N 0.06 0.93 3.49
C 1.35 0.99 4.01
C 1.66 -0.26 4.42
N 0.58 -1.09 4.16
B 0.58 -2.61 4.44
N 0.89 -3.44 3.13
C 0.24 -4.63 2.87
C 0.76 -5.17 1.75
N 1.74 -4.31 1.31
C 2.52 -4.44 0.11
C 1.81 -3.25 2.17
S 2.94 -1.99 1.97
C -0.41 -0.35 3.60
S -1.96 -0.82 3.12
H -0.33 2.96 3.46
H -1.74 1.90 3.20
H -0.56 2.14 1.90
H 1.92 1.90 4.02
H 2.57 -0.64 4.84
H 1.44 -2.86 5.27
H -0.52 -2.96 4.80
H -0.57 -4.96 3.50
H 0.48 -6.05 1.20
H 2.44 -5.47 -0.25
H 3.56 -4.19 0.32
H 2.16 -3.76 -0.67
O 0.44 5.92 -1.08
C 1.11 5.71 0.06
C 1.62 6.82 0.73
C 2.33 6.66 1.91
C 2.53 5.40 2.45
C 2.02 4.29 1.78
C 1.30 4.42 0.60
C 0.73 3.16 0.00
O 0.81 2.11 0.67
N 0.18 3.33 -1.20
N -0.52 2.27 -1.67
C -0.90 2.29 -2.86
S -2.08 1.15 -3.48
C -1.61 1.42 -5.21
C -1.48 2.92 -5.39
S -0.42 3.56 -4.07
H 0.20 4.99 -1.42
H 1.46 7.80 0.30
H 2.73 7.54 2.42
H 3.08 5.28 3.38
H 2.18 3.29 2.16
H -2.38 0.99 -5.84
H -0.65 0.91 -5.37
H -2.46 3.39 -5.31
H -1.03 3.19 -6.35
N -2.54 0.08 0.11
C -3.84 0.45 -0.05
C -4.41 1.45 0.76
C -5.72 1.85 0.57
C -6.51 1.28 -0.42
C -5.96 0.29 -1.23
C -4.65 -0.12 -1.05
H -2.22 -0.74 -0.37
H -2.10 0.25 1.01
H -3.80 1.89 1.54
H -6.14 2.61 1.22
H -7.54 1.60 -0.56
H -6.56 -0.17 -2.00
H -4.23 -0.90 -1.68